The following is a quantum chemistry calculation of a 2-piece molecular cluster, C3H7N3O overall in a non-equilibrium geometry, from the Open Molecules 2025 dataset.

Geometry as XYZ:
```
14
C3H7N3O | the Open Molecules 2025 dataset | the ωB97M-V functional and the def2-TZVPD basis
H 2.151 -2.543 -0.648
N 1.324 -2.087 -1.168
N 0.480 -1.537 -0.516
C 0.543 -1.682 0.915
H 0.239 -2.631 1.185
H 1.527 -1.770 1.393
H -0.121 -0.948 1.213
C -1.194 1.180 -0.864
N -0.498 2.390 -0.417
C -0.371 3.117 0.499
O -0.049 3.840 1.348
H -2.302 1.146 -0.530
H -1.201 1.183 -1.948
H -0.528 0.340 -0.463
```

Summary:
- SMILES: [H]/N=N\C.CN=C=O
- HOMO: -0.3435 Ha
- 2S+1: 1
- ΔE to the lowest compared entry with this formula, charge and spin: 82.2 kcal per mole
- Frontier orbital gap: 10.02 eV
- LUMO level: 0.7 eV

Charges per atom according to Löwdin partitioning, unit e: 0.08 0.04 -0.16 -0.11 0.06 0.09 0.04 -0.08 0.06 -0.38 0.14 0.11 0.06 0.05

---

The following is a quantum chemistry calculation of a 10-piece molecular cluster, C10H20Cl20 overall, from the Open Molecules 2025 dataset.

Geometry as XYZ:
```
50
C10H20Cl20 | the Open Molecules 2025 dataset | the ωB97M-V functional and the def2-TZVPD basis
Cl 0.873 -2.195 -3.560
C -0.498 -1.403 -4.382
Cl -0.040 0.095 -5.165
H -0.774 -2.090 -5.174
H -1.279 -1.298 -3.642
Cl 1.702 -0.818 0.161
C 0.094 -0.180 0.611
Cl -0.921 -0.123 -0.836
H -0.326 -0.856 1.346
H 0.216 0.788 1.081
Cl 1.022 3.779 3.903
C 0.107 2.381 4.508
Cl 0.745 0.901 3.809
H 0.212 2.299 5.584
H -0.942 2.491 4.253
Cl 3.903 -3.928 -2.993
C 3.402 -3.588 -1.329
Cl 1.822 -4.281 -0.962
H 4.114 -4.057 -0.656
H 3.473 -2.519 -1.159
Cl -2.646 -2.977 1.884
C -3.616 -1.527 2.220
Cl -2.574 -0.196 2.723
H -4.216 -1.255 1.363
H -4.240 -1.774 3.071
Cl -0.131 6.234 1.497
C 1.205 5.272 0.847
Cl 0.733 3.661 0.297
H 1.637 5.859 0.046
H 1.940 5.114 1.628
Cl 4.715 -0.428 -2.604
C 3.153 0.332 -2.945
Cl 3.097 2.052 -2.462
H 3.011 0.302 -4.017
H 2.355 -0.150 -2.399
Cl -4.100 -1.325 -3.186
C -3.958 -1.634 -1.447
Cl -5.236 -2.703 -0.853
H -3.010 -2.135 -1.278
H -3.956 -0.733 -0.843
Cl 0.628 -2.408 3.528
C 0.549 -2.599 5.287
Cl 1.978 -1.976 6.099
H -0.323 -2.066 5.660
H 0.371 -3.640 5.542
Cl -2.206 2.165 -3.467
C -0.823 3.091 -2.864
Cl 0.161 3.699 -4.224
H -1.171 3.919 -2.259
H -0.232 2.430 -2.239
```

Summary:
- SMILES: ClCCl.ClCCl.ClCCl.ClCCl.ClCCl.ClCCl.ClCCl.ClCCl.ClCCl.ClCCl
- HOMO: -0.3860 Ha
- 2S+1: 1
- ΔE to the lowest compared entry with this formula, charge and spin: 5.3 kcal per mole
- Frontier orbital gap: 10.66 eV
- LUMO level: 0.2 eV

Charges per atom according to Löwdin partitioning, unit e: 0.52 -1.00 0.53 0.02 -0.04 0.55 -1.02 0.57 -0.07 -0.03 0.53 -0.98 0.53 0.03 0.03 0.49 -1.06 0.49 0.03 -0.05 0.51 -0.99 0.54 -0.01 0.03 0.50 -1.03 0.53 0.03 -0.01 0.53 -1.04 0.49 0.01 -0.07 0.54 -1.07 0.53 -0.01 0.01 0.49 -1.03 0.52 0.02 0.03 0.48 -1.04 0.48 0.02 -0.04